# 1
C12H13MoNO7Se6 | ωB97M-V/def2-TZVPD

```
40
Properties=species:S:1:pos:R:3:forces:R:3
Mo 1.00814 0.53854 0.86172 -0.8 -0.3 1.3
O 3.99163 1.57043 -4.39887 0.0 -0.1 0.0
C 3.33397 1.37490 -3.22447 -0.2 -0.1 0.2
C 2.47689 2.33150 -2.69383 0.1 0.1 -0.1
C 1.85863 2.07330 -1.49238 0.1 -0.2 0.2
N 2.07460 0.94273 -0.80615 1.3 0.4 -2.6
C 2.80957 -0.02507 -1.38135 -0.2 0.0 0.2
C 3.46896 0.15359 -2.57385 0.2 0.1 -0.1
C 2.63296 -1.36166 -0.69188 -0.1 -0.2 0.3
O 3.21374 -2.35798 -1.09043 0.0 0.1 -0.1
O 1.77464 -1.29251 0.26995 0.3 -0.8 -0.6
C 0.74409 2.90148 -0.90477 -0.3 0.1 0.4
O 0.40140 3.95604 -1.41296 0.1 0.0 -0.1
O 0.20071 2.31467 0.11078 -0.2 0.5 -0.6
H 3.75382 2.43946 -4.73467 0.0 0.1 0.0
H 2.24739 3.25730 -3.20867 0.0 0.0 0.0
H 4.03809 -0.66147 -2.99776 0.0 0.0 0.0
O -3.84683 0.51327 -0.17656 -0.2 0.0 -0.1
C -3.14408 0.21191 1.02004 0.1 -0.1 0.1
C -2.64879 -1.24479 1.06980 -0.2 0.0 0.0
C -3.91628 -2.11466 1.14573 0.1 0.1 0.0
O -3.67571 -3.52082 1.12480 0.0 -0.1 0.0
C -1.79865 -1.50481 2.31208 0.4 0.1 -0.1
Se -0.34330 -0.23625 2.75542 -0.8 -0.2 1.1
C -1.88794 -1.64509 -0.20354 0.3 0.1 -0.1
Se -0.76450 -0.25886 -1.02875 -0.1 0.1 0.2
H -3.15932 0.63527 -0.85129 0.1 0.0 0.1
H -3.83660 0.37378 1.85350 0.0 0.0 0.0
H -2.30412 0.89267 1.15471 0.0 0.0 0.0
H -4.57128 -1.81978 0.31739 0.0 -0.1 0.0
H -4.43673 -1.91995 2.08701 0.0 0.0 0.0
H -3.04952 -3.69972 0.41595 0.0 0.1 0.0
H -1.32229 -2.48112 2.23550 -0.2 -0.1 0.0
H -2.42579 -1.50796 3.20466 0.0 0.0 0.0
H -2.58619 -1.93707 -0.99254 0.0 0.0 0.0
H -1.22543 -2.48802 0.00117 -0.1 -0.1 0.0
Se 3.33677 0.08342 2.06305 0.3 0.1 -0.4
Se 3.67621 0.18755 4.24700 -0.5 0.7 0.5
Se 2.16099 2.69508 4.39475 0.4 -0.8 0.4
Se 1.74014 2.63070 2.21969 0.2 0.5 -0.2
```
Positions in Å, forces in eV/Å.

Output
Total energy, eV: -422416.0753
Multiplicity: 3
Strongest force on any atom, eV Å⁻¹: 2.9
Charge: -2

---

# 2
C27H74O11V | ωB97M-V/def2-TZVPD

```
113
Properties=species:S:1:pos:R:3:forces:R:3
V -0.14239 1.38593 2.70878 -0.3 0.8 1.1
O -0.65957 2.36933 4.55840 0.5 0.2 -1.1
H -0.36306 3.30025 4.55929 -0.3 -0.7 0.1
O 0.55454 0.46587 0.90347 -0.6 0.1 -0.1
H -0.05227 0.20658 0.18300 0.1 0.7 0.7
C -0.65254 -2.57940 -0.99373 0.5 0.5 -0.6
C 0.83455 -2.15683 -1.11589 -0.8 -1.0 0.3
C 1.15119 -0.99752 -1.95066 -0.6 0.5 -2.5
O 1.37856 -1.83516 0.10664 1.2 -2.5 1.5
H -1.04161 -3.10867 -1.86356 0.3 0.0 -0.2
H -1.23013 -1.65582 -0.95539 -0.4 0.0 0.6
H -0.77633 -3.25085 -0.14407 -0.1 0.3 0.2
H 1.35645 -3.02910 -1.50944 0.2 -0.1 0.1
H 0.58710 -1.11706 -2.87565 0.1 0.3 -0.5
H 2.21196 -1.03446 -2.19865 -0.1 0.4 0.1
H 0.87604 -0.03766 -1.51355 0.1 -0.1 0.1
H 1.04897 -1.00418 0.45654 -0.1 1.3 0.7
C 4.61909 -2.37509 -1.17115 -0.7 0.2 0.7
C 4.11579 -3.77715 -0.73351 1.9 -0.8 0.3
C 5.36879 -4.68547 -0.39960 -0.6 1.0 0.1
O 3.24827 -3.82989 0.40815 1.1 -0.4 -0.9
H 4.53197 -1.72740 -0.29880 0.3 0.2 0.0
H 4.01424 -1.92952 -1.96091 -0.3 -0.1 0.1
H 5.63299 -2.33232 -1.56901 0.1 -0.4 0.3
H 3.70719 -4.20480 -1.64908 -0.7 -0.4 0.2
H 5.90465 -4.35288 0.48941 -0.2 0.4 0.1
H 6.07825 -4.56012 -1.21756 -0.1 -0.5 -0.1
H 5.13165 -5.72506 -0.17351 -0.2 0.0 -0.5
H 2.53063 -3.19650 0.33467 -0.3 0.6 0.0
C -4.77768 -3.49439 -1.69746 -0.8 0.9 0.4
C -4.94055 -2.08172 -2.25853 0.0 0.8 0.1
C -5.85220 -1.09135 -1.42079 0.1 -1.6 -0.8
O -3.67712 -1.46132 -2.29818 1.2 0.1 -0.2
H -5.77587 -3.92431 -1.61453 0.1 -0.4 0.0
H -4.38194 -3.37644 -0.68871 0.1 -0.3 0.2
H -4.10026 -4.09962 -2.29988 -0.2 0.1 0.0
H -5.16242 -2.18118 -3.32107 -0.8 0.3 0.0
H -5.64354 -1.31743 -0.37511 -0.2 0.0 0.2
H -6.90366 -1.26581 -1.64903 -0.1 0.0 0.3
H -5.63331 -0.03359 -1.56684 0.2 -0.3 -0.4
H -3.33570 -1.50740 -1.40212 0.3 0.1 0.1
C -3.16218 1.05440 -0.38317 0.5 0.8 0.0
C -2.41384 2.06409 0.49705 -0.9 -0.4 -3.2
C -3.07938 3.45504 0.33979 0.1 -0.7 0.2
O -2.39469 1.53788 1.77580 0.7 0.6 1.4
H -3.10314 1.51271 -1.37037 -0.8 -0.4 -0.3
H -4.15540 0.91688 0.04426 -0.2 0.0 -0.5
H -2.65726 0.09016 -0.44144 0.1 0.1 0.2
H -1.43655 2.10590 0.01616 0.5 0.2 0.9
H -2.79155 4.09144 1.17660 0.3 0.4 -0.4
H -4.16857 3.46911 0.30004 -0.2 -0.6 0.4
H -2.82336 3.81348 -0.65724 0.5 0.5 0.3
H -3.13288 2.01869 2.15726 0.1 -0.3 1.2
C 3.43858 3.58613 -2.07576 -1.0 -0.4 1.7
C 3.02734 2.31256 -1.29177 0.8 -1.3 0.8
C 4.20482 1.39271 -0.73896 0.0 0.5 -1.7
O 2.27180 2.63957 -0.13029 -0.2 1.4 -0.1
H 3.99087 3.34635 -2.98437 0.3 0.3 0.4
H 3.87042 4.24316 -1.32083 1.2 -0.1 -0.3
H 2.58251 4.22448 -2.29430 -0.5 -0.6 -0.6
H 2.38982 1.64430 -1.87065 0.1 0.2 -0.6
H 4.55029 1.67443 0.25571 -0.1 0.2 -0.1
H 5.03106 1.40497 -1.44979 0.4 0.5 0.1
H 3.98869 0.32501 -0.77650 -0.8 0.1 0.4
H 2.00381 1.81204 0.27588 -0.5 -0.8 0.2
C -1.16020 -2.79457 3.16984 -0.5 0.2 0.4
C -1.66488 -1.37930 2.77639 -1.0 -2.5 -0.2
C -3.20126 -1.34239 2.78371 -0.3 0.1 0.1
O -1.12847 -0.40840 3.66446 0.7 0.2 -1.2
H -0.13295 -2.98753 2.86059 0.0 0.1 0.2
H -1.80624 -3.60590 2.83447 0.0 0.2 -0.9
H -1.31007 -2.94928 4.23834 0.6 0.4 0.4
H -1.40985 -1.27432 1.72186 0.8 1.0 0.3
H -3.54391 -0.67715 3.57627 -0.2 0.1 0.0
H -3.66996 -2.31361 2.94230 0.2 -0.1 0.2
H -3.60341 -0.98078 1.83734 0.1 0.2 0.1
H -1.67922 -0.41339 4.45074 0.1 0.4 0.2
C 2.79416 -0.83924 3.04827 0.0 -0.2 0.0
C 2.70687 0.22525 4.11417 -2.6 0.1 -0.6
C 4.00783 0.74792 4.47845 2.0 -0.5 1.2
O 1.91478 1.32015 3.63264 -0.5 0.6 -1.3
H 1.83141 -1.32726 2.89642 0.1 -0.1 0.1
H 3.54950 -1.54096 3.40204 -0.2 -0.4 -0.2
H 3.10884 -0.48854 2.06538 0.1 0.4 0.1
H 2.04791 -0.13473 4.90429 0.7 -0.6 0.7
H 4.11185 1.42245 5.32834 -0.7 0.6 -0.2
H 4.46988 1.15423 3.57871 0.3 0.0 0.2
H 4.54758 -0.10215 4.89576 0.6 -0.2 -0.5
H 1.94602 2.00475 4.30491 -0.4 0.2 0.2
C -3.13802 -1.76306 -6.43252 2.3 0.8 0.9
C -1.78049 -1.37791 -5.71615 -1.2 -1.1 1.2
C -1.83469 -0.10159 -4.91592 1.4 1.2 -0.6
O -1.52342 -2.35841 -4.72154 0.3 -1.5 0.3
H -3.08371 -2.78374 -6.81117 0.1 0.3 -0.4
H -3.24251 -0.95984 -7.16192 -0.9 -0.4 -0.3
H -3.85565 -1.76961 -5.61211 -0.4 0.4 -0.3
H -0.85438 -1.42931 -6.28868 -0.4 0.3 -0.7
H -2.72393 0.08626 -4.31420 -0.1 -0.1 -0.3
H -1.50507 0.74700 -5.51537 -0.8 0.4 -0.2
H -0.97444 -0.15818 -4.24893 -0.1 -0.2 0.4
H -2.01887 -2.13207 -3.93103 -0.3 0.0 0.2
C 1.49778 5.29158 2.98319 -0.1 0.4 0.9
C 0.27734 4.75504 2.24432 0.5 2.3 -1.4
C 0.03326 5.46240 0.88740 -0.6 0.9 0.3
O 0.45720 3.44910 1.87118 -0.5 -3.0 0.7
H 1.97740 4.56721 3.64147 0.0 -0.5 -0.4
H 1.18920 6.02545 3.72772 -0.1 0.5 -0.3
H 2.25436 5.72908 2.33183 -0.1 -0.1 -0.1
H -0.61977 4.93505 2.83668 0.0 -0.8 0.2
H 0.88735 5.45329 0.21024 0.2 -0.2 0.2
H -0.28561 6.49965 0.99008 0.2 0.2 0.2
H -0.80234 4.98394 0.37658 0.1 -0.2 0.0
H 1.13040 3.40744 1.18805 0.4 -0.1 -0.6
```
Positions in Å, forces in eV/Å.

Output
Total energy, eV: -77408.0115
Multiplicity: 4
Strongest force on any atom, eV Å⁻¹: 3.4
Charge: 0

---

# 3
C22H30As2N3O10Pt | ωB97M-V/def2-TZVPD

```
68
Properties=species:S:1:pos:R:3:forces:R:3
Pt 0.44786 0.49823 -0.00799 -0.4 -1.6 2.4
N 1.00300 -0.35144 2.11992 0.5 0.1 -1.3
C 0.82778 -1.80867 2.30155 0.1 -0.7 0.7
C -0.60966 -2.23524 2.39392 -1.4 1.3 -2.0
C -1.34835 -1.86598 0.99690 1.7 -4.6 3.3
O -1.79257 -2.83950 0.42812 -0.3 2.3 -1.0
O -1.35340 -0.59134 0.76240 0.4 2.9 -2.2
H 1.96827 -0.09000 2.29591 0.1 0.0 0.1
H 0.41496 0.17275 2.76165 -0.2 0.1 -0.1
H 1.29530 -2.14132 3.23354 0.4 0.4 0.0
H 1.34468 -2.33644 1.50098 0.0 0.1 -0.1
H -1.19231 -1.68263 3.13260 0.4 -0.1 0.4
H -0.70277 -3.30295 2.55930 0.1 0.0 0.0
N 5.88075 -0.98876 -2.41144 -0.2 0.0 0.1
C 4.71623 -0.66925 -1.87273 0.1 0.0 0.0
C 3.49159 -1.15941 -2.40675 0.2 0.0 0.0
C 2.31970 -0.81473 -1.82393 -0.5 0.1 0.2
N 2.26658 -0.00506 -0.72842 -0.4 0.6 0.3
C 3.42401 0.49225 -0.21164 -0.3 0.2 0.2
C 4.63403 0.18196 -0.73474 0.1 -0.1 -0.1
H 5.94048 -1.57831 -3.22444 0.0 -0.1 -0.1
H 6.74701 -0.65324 -2.02743 0.1 0.1 0.0
H 3.48621 -1.81385 -3.26987 0.0 0.0 0.1
H 1.37935 -1.18450 -2.21412 -0.1 0.0 0.0
H 3.33823 1.16929 0.62881 0.0 0.0 0.0
H 5.53182 0.58668 -0.28548 -0.1 0.0 0.0
C 1.98183 5.28309 -0.06150 0.1 0.1 0.1
O 0.60361 4.79709 0.03321 0.3 -0.3 0.1
C 0.38736 3.55229 0.27308 -0.5 0.4 0.2
O 1.26215 2.65937 0.23393 0.1 -0.9 -0.6
C -1.04988 3.19627 0.45519 0.7 -0.2 0.4
C -1.77360 3.59673 1.50503 -0.3 0.1 -0.2
As -3.70248 3.29402 1.85768 0.1 -0.3 0.1
C -4.30078 4.93219 0.96034 0.0 0.0 -0.1
C -4.13573 2.03207 0.38732 -0.5 0.4 0.3
C -3.29707 1.31923 -0.34805 0.5 -0.4 -0.3
As -1.49685 1.78152 -0.80486 -1.4 1.1 -0.4
C -1.46743 2.74371 -2.47408 0.6 -0.1 -0.2
C -3.30716 0.14566 -1.28297 -0.7 -0.8 0.5
O -2.22567 0.09373 -1.91056 0.1 0.0 -0.2
O -4.14381 -0.81552 -1.39534 0.2 0.3 -0.2
C -5.33112 -1.06068 -0.58764 -0.1 0.1 0.1
C -5.64279 1.92072 0.22105 -0.2 -0.1 0.0
O -6.15374 1.82963 -0.86033 0.2 -0.1 0.0
O -6.26317 2.03344 1.38392 0.1 0.0 0.0
C -7.72490 2.00160 1.36771 -0.1 0.0 0.0
C -1.09249 4.41944 2.58906 0.2 0.1 0.1
O 0.10477 4.40023 2.74550 -0.2 0.0 -0.1
O -1.97756 5.05556 3.33170 0.1 0.0 -0.2
C -1.48059 5.89503 4.42352 0.1 0.0 -0.1
H 2.62192 4.53253 -0.50827 0.0 -0.1 -0.1
H 2.32165 5.52270 0.94157 -0.1 0.0 0.1
H 1.93889 6.17712 -0.66883 -0.1 0.0 -0.1
H -4.02288 5.76954 1.59308 0.0 0.0 0.1
H -5.38527 4.90873 0.87016 0.0 -0.1 0.0
H -3.84774 5.03883 -0.01986 0.0 0.0 -0.1
H -2.37155 3.34968 -2.49800 -0.1 0.0 0.2
H -1.46830 2.04432 -3.30094 0.0 -0.1 -0.1
H -0.58889 3.38280 -2.51765 0.0 0.1 0.0
H -6.19142 -0.60737 -1.05830 0.0 0.2 -0.2
H -5.20028 -0.69192 0.42867 0.1 0.0 0.0
H -5.45077 -2.13617 -0.57951 0.2 -0.1 0.0
H -8.04785 2.52781 2.25637 0.1 0.0 0.1
H -8.05967 0.97002 1.40552 0.1 -0.1 0.0
H -8.10287 2.48185 0.47255 0.1 0.1 -0.1
H -2.30196 5.99554 5.11983 -0.1 0.0 0.0
H -1.20236 6.86456 4.02357 0.0 0.0 -0.1
H -0.62156 5.43029 4.89137 0.0 -0.1 0.0
```
Positions in Å, forces in eV/Å.

Output
Total energy, eV: -173138.3646
Multiplicity: 1
Strongest force on any atom, eV Å⁻¹: 5.9
Charge: +3